{
  "formula": "C4H8ClN2P",
  "method": "the ωB97M-V functional and the def2-TZVPD basis",
  "elements": ["C", "C", "N", "N", "C", "P", "Cl", "C", "H", "H", "H", "H", "H", "H", "H", "H"],
  "positions_angstrom": [[-1.2547, -0.9555, 1.3716], [-0.3764, -0.5663, 0.2317], [0.6019, 0.2152, 0.3934], [1.4123, 0.4345, -0.6275], [2.0241, 1.7318, -0.7080], [0.6078, -0.3899, -2.3110], [1.9104, -1.8915, -2.4228], [-0.6770, -1.0943, -1.1663], [-1.8293, -1.8500, 1.1421], [-1.9554, -0.1471, 1.5853], [-0.6528, -1.1249, 2.2589], [2.7076, 1.7412, -1.5558], [1.2922, 2.5385, -0.8180], [2.5797, 1.8939, 0.2183], [-0.6603, -2.1859, -1.1768], [-1.6770, -0.7717, -1.4703]],
  "orbital_gap_ev": 8.76,
  "smiles": "CC1=NN(C)P(Cl)C1",
  "lumo_energy_ev": 0.83,
  "relative_energy_kcal_mol": 0.0,
  "multiplicity": 1,
  "homo_ev": -7.9
}

---

{
  "formula": "C4H8ClN4O3S",
  "method": "the ωB97M-V functional and the def2-TZVPD basis",
  "elements": ["C", "C", "O", "N", "N", "C", "N", "C", "N", "S", "O", "O", "Cl", "H", "H", "H", "H", "H", "H", "H", "H"],
  "positions_angstrom": [[-1.7047, -0.4352, -1.9518], [-0.7333, 0.3425, -1.1370], [-0.2191, 1.4040, -1.4609], [-0.4332, -0.0720, 0.1237], [-0.0118, -1.2310, 0.6335], [1.0932, -1.1838, 1.3289], [1.6562, 0.0271, 1.5116], [1.2949, 1.0748, 0.6650], [1.0807, 2.3004, 1.0676], [2.0319, 0.9861, -1.0722], [2.2015, 2.2331, -1.7063], [1.7622, -0.2738, -1.6691], [3.8810, 0.6567, -0.1952], [-1.3557, -0.4692, -2.9828], [-2.6597, 0.0947, -1.9497], [-1.8550, -1.4397, -1.5648], [-0.5464, -2.0946, 0.5125], [1.4962, -2.0584, 1.8134], [2.5401, 0.1008, 2.0098], [0.8286, 2.5461, 2.0170], [0.9810, 3.0020, 0.3404]],
  "orbital_gap_ev": 9.16,
  "smiles": "CC(=O)/N=[NH+]/C=[NH+]\\C(N)=[S@](=O)([O-])Cl",
  "lumo_energy_ev": -4.35,
  "relative_energy_kcal_mol": 62.3,
  "multiplicity": 1,
  "total_charge": 1,
  "homo_ev": -13.5
}

---

{
  "formula": "C4H8ClNO",
  "method": "the ωB97M-V functional and the def2-TZVPD basis",
  "elements": ["N", "C", "C", "C", "Cl", "C", "O", "H", "H", "H", "H", "H", "H", "H", "H"],
  "positions_angstrom": [[-1.3312, -1.7278, -0.2823], [-1.0923, -0.3699, 0.2485], [0.3828, -0.0005, 0.2276], [1.3090, -0.9142, -0.0215], [3.0187, -0.5911, -0.0942], [0.6394, 1.4739, 0.4568], [0.1399, 2.2523, -0.5900], [-2.2581, -1.9881, -0.0656], [-1.1951, -1.6705, -1.3005], [-1.6432, 0.4448, -0.2334], [-1.4232, -0.3756, 1.2772], [1.0298, -1.9684, -0.2338], [0.0987, 1.7625, 1.3590], [1.6713, 1.6386, 0.6438], [0.6534, 2.0341, -1.3914]],
  "orbital_gap_ev": 10.09,
  "smiles": "NC/C(=C/Cl)CO",
  "lumo_energy_ev": 0.78,
  "relative_energy_kcal_mol": 19.5,
  "multiplicity": 1,
  "homo_ev": -9.3
}

---

{
  "formula": "C4H8ClNS",
  "method": "the ωB97M-V functional and the def2-TZVPD basis",
  "elements": ["C", "C", "C", "C", "N", "S", "Cl", "H", "H", "H", "H", "H", "H", "H", "H"],
  "positions_angstrom": [[-0.4506, -0.4746, 0.7555], [-1.6240, 0.4990, 0.6299], [0.1067, -0.7642, -0.6510], [1.0822, 0.2985, -1.1490], [-0.9862, -0.8371, -1.6006], [-2.1109, 0.5307, -1.1356], [-1.8195, -2.3820, -1.5053], [0.3268, -0.0612, 1.3977], [-0.8029, -1.4096, 1.1924], [-2.4796, 0.1781, 1.2235], [-1.3615, 1.5193, 0.9045], [0.6118, -1.7350, -0.6599], [0.6041, 1.2727, -1.1990], [1.4233, 0.0332, -2.1463], [1.9414, 0.3508, -0.4845]],
  "orbital_gap_ev": [6.19, 6.56],
  "lumo_energy_ev": [0.80, -2.49],
  "relative_energy_kcal_mol": 16.3,
  "s2": 2.010,
  "multiplicity": 3,
  "homo_ev": [-5.4, -9.0]
}

---

{
  "formula": "C4H8CsO3",
  "method": "the ωB97M-V functional and the def2-TZVPD basis",
  "elements": ["O", "Cs", "O", "C", "O", "C", "C", "C", "H", "H", "H", "H", "H", "H", "H", "H"],
  "positions_angstrom": [[-0.6320, -0.8889, 0.0605], [0.7070, -2.7049, 3.2166], [-2.2560, -1.1167, 1.5120], [-1.8804, -0.8573, 0.3338], [-2.8106, -0.3455, -0.4875], [-2.5499, 0.4100, -1.6469], [2.2553, -0.2641, 0.1454], [2.3463, 1.1151, 0.7006], [-2.2493, 1.4002, -1.2899], [-1.7251, -0.0019, -2.2432], [-3.4395, 0.4216, -2.2910], [1.7971, -0.9330, -0.5886], [3.2446, -0.7385, 0.0868], [2.8763, 1.1341, 1.6635], [2.9449, 1.7593, 0.0302], [1.3715, 1.6104, 0.7977]],
  "orbital_gap_ev": [5.96, 5.91],
  "lumo_energy_ev": [-0.98, -1.02],
  "relative_energy_kcal_mol": 0.0,
  "s2": 0.754,
  "multiplicity": 2,
  "homo_ev": [-6.9, -6.9]
}

---

{
  "formula": "C4H8ErO3",
  "method": "the ωB97M-V functional and the def2-TZVPD basis",
  "elements": ["H", "C", "H", "H", "C", "H", "H", "O", "C", "O", "Er", "O", "C", "H", "H", "H"],
  "positions_angstrom": [[2.0446, -0.1398, 0.5842], [0.4344, 1.2305, 1.0460], [0.4639, 1.7840, 0.1022], [0.0870, 1.8869, 1.8482], [1.7416, 0.5560, 1.3763], [1.6707, 0.0105, 2.3256], [2.5078, 1.3365, 1.4725], [-0.6444, 0.2420, 0.9431], [-1.0292, -0.2915, -0.1979], [-2.1444, -0.8311, -0.1738], [-3.1195, -0.7115, 1.9658], [-0.2368, -0.1946, -1.1927], [-0.4201, -1.0714, -2.3259], [-0.4285, -2.1081, -1.9760], [-1.3626, -0.8209, -2.8227], [0.4356, -0.8775, -2.9749]],
  "orbital_gap_ev": [5.75, 4.47],
  "lumo_energy_ev": [-16.83, -18.11],
  "s2": 3.753,
  "multiplicity": 4,
  "total_charge": 3,
  "homo_ev": [-22.6, -22.6]
}

---

{
  "formula": "C4H8F10Li6N5O22S11",
  "method": "the ωB97M-V functional and the def2-TZVPD basis",
  "elements": ["Li", "Li", "Li", "Li", "Li", "Li", "N", "S", "O", "O", "F", "S", "O", "O", "F", "N", "S", "O", "O", "F", "S", "O", "O", "F", "N", "S", "O", "O", "F", "S", "O", "O", "F", "N", "S", "O", "O", "F", "S", "O", "O", "F", "N", "S", "O", "O", "F", "S", "O", "O", "F", "C", "C", "C", "S", "O", "O", "C", "H", "H", "H", "H", "H", "H", "H", "H"],
  "positions_angstrom": [[-3.5636, 0.8237, -0.8513], [-2.9903, 3.1614, 4.0438], [2.2051, 0.4446, 2.4940], [-2.0555, -3.6468, 3.4985], [1.5514, 2.1625, 1.1122], [-0.1589, -3.4667, -1.2551], [-4.4004, 1.7966, 4.0615], [-4.4370, 0.2296, 4.3797], [-3.8127, -0.7572, 3.5675], [-5.6047, -0.1412, 5.1804], [-3.2139, 0.5150, 5.3565], [-5.2470, 1.4075, 2.5742], [-6.5080, 0.8117, 2.5098], [-4.4271, 1.2114, 1.4103], [-5.6121, 2.8883, 2.3075], [-4.4247, -0.8500, -1.4417], [-3.5792, -1.7140, -2.3647], [-4.1546, -2.6739, -3.2519], [-2.1887, -2.0293, -1.9188], [-3.2319, -0.5714, -3.4051], [-4.3816, -1.8856, -0.0737], [-3.1551, -1.7306, 0.6687], [-4.8344, -3.2555, -0.2381], [-5.5045, -1.1652, 0.8054], [3.4684, -1.0812, 2.9378], [3.4679, -2.2248, 1.8873], [2.2327, -2.6590, 1.2925], [4.5312, -3.1837, 1.9648], [4.0961, -1.3124, 0.7294], [3.0102, -2.1413, 4.0904], [4.0160, -3.0096, 4.6440], [1.6364, -2.7050, 3.7774], [2.6222, -1.0080, 5.1728], [1.1806, -3.4900, -2.6331], [2.6460, -3.1191, -2.3334], [2.8912, -1.7945, -1.8513], [3.7141, -3.6188, -3.2495], [2.6862, -4.0528, -1.0958], [0.9976, -2.2625, -3.7544], [1.7406, -2.3466, -4.9841], [0.8117, -0.9270, -3.2339], [-0.5392, -2.7775, -4.0667], [0.4336, 0.3386, 1.7200], [-0.7399, -0.1847, 2.4807], [-1.0441, -1.6122, 2.5664], [-1.7394, 0.7522, 2.8278], [0.1462, -0.1926, 3.8687], [-0.2028, -0.3298, 0.2913], [-1.4152, 0.3172, -0.3091], [0.0502, -1.7467, -0.0376], [0.9532, 0.3996, -0.6346], [3.2655, 2.5773, -3.4071], [3.8293, 4.0508, -3.3668], [3.3099, 4.7467, -2.0949], [1.6649, 4.0440, -1.8164], [0.7473, 5.0635, -2.2319], [1.5724, 3.4015, -0.4969], [1.8219, 2.6183, -3.0816], [3.9539, 2.0168, -2.7746], [3.5144, 2.0201, -4.3103], [3.4719, 4.6464, -4.2068], [4.9175, 4.0703, -3.4252], [3.2934, 5.8249, -1.9358], [3.9445, 4.3507, -1.3021], [1.4844, 3.2932, -3.8681], [1.2862, 1.6832, -2.9187]],
  "orbital_gap_ev": [4.71, 7.14],
  "lumo_energy_ev": [-2.15, -2.36],
  "s2": 0.753,
  "multiplicity": 2,
  "homo_ev": [-6.9, -9.5]
}

---

{
  "formula": "C4H8FIO",
  "method": "the ωB97M-V functional and the def2-TZVPD basis",
  "elements": ["C", "C", "C", "C", "O", "F", "I", "H", "H", "H", "H", "H", "H", "H", "H"],
  "positions_angstrom": [[-0.5232, -0.2864, -1.1019], [0.3168, 1.8062, 1.3535], [-0.2180, -1.3158, -0.0063], [0.9717, -1.0163, 0.8683], [0.0464, -2.5757, -0.6680], [2.1243, -0.9582, 0.2339], [1.1891, -1.8287, 2.8540], [-1.4293, 0.3343, -0.9540], [0.3872, 0.2556, -1.5116], [-0.8167, -0.9795, -1.9674], [-0.3489, 2.1947, 0.6777], [1.3349, 1.4150, 1.0979], [-0.0877, 1.5226, 2.4028], [-1.0981, -1.4482, 0.5751], [1.0008, -2.5146, -1.0075]],
  "orbital_gap_ev": [8.79, 8.36],
  "lumo_energy_ev": [-0.10, 0.07],
  "relative_energy_kcal_mol": 94.1,
  "multiplicity": 1,
  "homo_ev": [-8.9, -8.3]
}

---

{
  "formula": "C4H8FN",
  "method": "the ωB97M-V functional and the def2-TZVPD basis",
  "elements": ["C", "C", "C", "C", "N", "F", "H", "H", "H", "H", "H", "H", "H", "H"],
  "positions_angstrom": [[1.8801, 0.0992, 0.6824], [0.9206, -0.8584, 0.5057], [0.2401, -0.8793, -0.8008], [-1.4232, 0.1118, -0.3563], [-1.2280, 1.3352, 0.3002], [-1.8172, -0.8875, 0.5448], [2.3742, 0.4648, 1.5849], [2.0607, 0.7233, -0.1935], [0.3076, -1.4805, 1.1759], [-0.1095, -1.9324, -1.1239], [0.8707, -0.3604, -1.5652], [-2.0453, 0.0595, -1.2380], [-1.7082, 2.1063, -0.0468], [-0.3225, 1.4982, 0.5305]],
  "orbital_gap_ev": 9.88,
  "lumo_energy_ev": 1.14,
  "relative_energy_kcal_mol": 52.6,
  "multiplicity": 1,
  "homo_ev": -8.7
}

---

{
  "formula": "C4H8FN",
  "method": "the ωB97M-V functional and the def2-TZVPD basis",
  "elements": ["F", "C", "C", "C", "N", "C", "H", "H", "H", "H", "H", "H", "H", "H"],
  "positions_angstrom": [[-2.5780, -0.4079, -0.2560], [-1.4186, 0.2819, 0.2569], [-0.3077, 0.0340, -0.5499], [0.9195, 0.8864, -0.1992], [1.6367, -0.4408, -0.0634], [0.4884, -1.1619, -0.1338], [-1.3898, 0.0132, 1.3685], [-1.5421, 1.5805, 0.4172], [-0.5916, 0.3190, -1.6171], [0.7463, 1.4592, 0.6637], [1.4191, 1.5845, -0.9576], [1.9394, -0.6359, 0.8970], [0.6413, -2.1430, -0.6794], [0.0371, -1.3694, 0.8532]],
  "orbital_gap_ev": 10.29,
  "smiles": "FCC1CNC1",
  "lumo_energy_ev": 0.97,
  "relative_energy_kcal_mol": 67.2,
  "multiplicity": 1,
  "homo_ev": -9.3
}

---

{
  "formula": "C4H8FN2",
  "method": "the ωB97M-V functional and the def2-TZVPD basis",
  "elements": ["N", "C", "C", "N", "C", "C", "F", "H", "H", "H", "H", "H", "H", "H", "H"],
  "positions_angstrom": [[0.7776, 0.7861, 0.6696], [-0.1835, -0.4038, 0.4671], [0.3485, -1.0873, -0.8622], [-0.3425, -0.3042, -1.9315], [-1.4404, 0.1536, -1.5277], [-1.6447, 0.0070, 0.0727], [-2.5170, -1.0048, 0.2072], [1.7572, 0.4328, 0.8067], [0.6139, 1.3287, 1.5100], [0.6539, 1.3738, -0.1259], [-0.1292, -0.9770, 1.3698], [1.4513, -0.9285, -0.9909], [0.0495, -2.1190, -1.0787], [-2.1742, 0.6819, -2.2306], [-1.9766, 1.0692, 0.5387]],
  "orbital_gap_ev": 10.23,
  "smiles": "[NH3+][C@@H]1CN=C[C@H]1F",
  "lumo_energy_ev": -4.00,
  "relative_energy_kcal_mol": 42.4,
  "multiplicity": 1,
  "total_charge": 1,
  "homo_ev": -14.2
}

---

{
  "formula": "C4H8FN2",
  "method": "the ωB97M-V functional and the def2-TZVPD basis",
  "elements": ["C", "C", "F", "C", "N", "N", "C", "H", "H", "H", "H", "H", "H", "H", "H"],
  "positions_angstrom": [[-3.1139, 0.6941, 0.2504], [-2.1234, -0.1468, 0.1467], [-2.2332, -1.4454, 0.3133], [-0.2947, 0.0395, -0.0970], [0.0768, 1.2742, -0.4730], [0.4320, -1.0286, 0.1269], [1.8480, -1.2680, -0.1174], [-4.0767, 0.3134, 0.3231], [-2.9975, 1.7223, 0.3023], [-0.5767, 2.0279, -0.2005], [1.0125, 1.6628, -0.5177], [-0.0646, -1.8981, 0.1561], [1.8507, -1.9531, -0.9635], [2.3187, -0.4046, -0.1297], [2.1375, -1.8032, 0.8187]],
  "orbital_gap_ev": 10.94,
  "smiles": "C=C(F)C(=[NH2+])NC",
  "lumo_energy_ev": -3.79,
  "relative_energy_kcal_mol": 49.7,
  "multiplicity": 1,
  "total_charge": 1,
  "homo_ev": -14.7
}

---

{
  "formula": "C4H8FNO",
  "method": "the ωB97M-V functional and the def2-TZVPD basis",
  "elements": ["C", "C", "F", "N", "C", "H", "H", "H", "H", "H", "H", "C", "O", "H", "H"],
  "positions_angstrom": [[0.3971, -0.5572, -1.4989], [0.0543, -1.1467, -0.3311], [0.7788, -2.1440, 0.1916], [-0.8441, -0.7547, 0.5741], [-1.6606, 0.4005, 0.4262], [1.2418, -0.9429, -2.0859], [-0.3821, -0.0463, -2.1106], [-0.8297, -1.2417, 1.5024], [-1.6096, 1.2289, 1.1718], [-1.4366, 1.0537, -0.4593], [-2.7259, 0.0661, 0.4510], [1.7803, 1.0174, 0.5541], [2.9400, 0.9308, 0.2546], [1.3480, 0.6695, 1.4468], [0.9483, 1.4667, -0.0867]],
  "orbital_gap_ev": 8.96,
  "smiles": "C=C(F)NC.C=O",
  "lumo_energy_ev": 0.69,
  "relative_energy_kcal_mol": 49.1,
  "multiplicity": 1,
  "homo_ev": -8.3
}

---

{
  "formula": "C4H8FNO",
  "method": "the ωB97M-V functional and the def2-TZVPD basis",
  "elements": ["H", "N", "C", "F", "H", "C", "C", "C", "O", "H", "H", "H", "H", "H", "H"],
  "positions_angstrom": [[-1.9827, 1.1182, 0.8052], [-1.9468, 0.9088, -0.1428], [-1.8647, -0.2786, -0.5683], [-1.9835, -1.3595, 0.1679], [-1.7177, -0.5205, -1.5890], [0.9047, 0.6362, -1.0743], [1.0086, 0.2942, 0.2105], [1.2276, -1.0527, 0.7123], [0.3893, 1.0713, 1.1738], [0.6171, 1.6440, -1.2512], [1.4873, 0.0861, -1.9066], [1.9946, -1.2311, 1.4285], [1.3102, -1.8423, 0.0293], [0.3334, -1.3101, 1.3218], [0.2226, 1.8362, 0.6830]],
  "orbital_gap_ev": 10.06,
  "smiles": "[H]/N=C\\F.C=C(C)O",
  "lumo_energy_ev": 1.00,
  "relative_energy_kcal_mol": 37.7,
  "multiplicity": 1,
  "homo_ev": -9.1
}

---

It is found that the energy values, taken in the order of the records, are -1068.2479, -1459.9933, -747.3675, -1070.1676, -402.9588, -1396.6717, -7510.0552, -629.8326, -311.7356, -311.7123, -366.2800, -366.2683, -386.9841, -387.0023 Ha.